1.
Density functional theory data (wB97M-V/def2-TZVPD) for C6H10O in the gas phase.

Structure (XYZ):
```
17
Properties=species:S:1:pos:R:3:forces:R:3:lowdin_charge:R:1
C 0.985166 -1.101648 1.898188 0.126 -0.210 0.027 -0.0531
O -0.111930 -0.199023 1.669367 -0.154 0.001 -0.249 -0.0257
C -0.437019 0.136936 0.450862 -0.119 0.044 0.229 -0.2871
C 0.271685 0.650169 -1.846528 0.065 0.147 -0.198 -0.0798
C -1.469189 1.226260 0.443335 -0.054 -0.002 -0.050 0.0097
C 0.104457 -0.382249 -0.745752 0.256 0.009 -0.023 -0.4063
C 0.408023 -1.731782 -0.782794 0.005 0.276 -0.204 0.0760
H 1.823294 -0.836231 1.249132 -0.118 -0.019 0.096 0.0958
H 1.253945 -1.001778 2.951178 -0.216 0.035 -0.133 0.0935
H 0.647743 -2.091528 1.609673 0.213 -0.099 0.187 0.0668
H 0.755849 1.529557 -1.413528 -0.023 0.164 -0.208 0.0736
H -0.640810 0.989124 -2.350952 0.005 -0.154 0.128 0.0731
H 0.950630 0.264044 -2.610655 -0.128 -0.071 0.079 0.0752
H -2.086613 1.165238 -0.454551 0.105 0.000 0.103 0.0913
H -0.983754 2.207626 0.446572 0.041 -0.093 0.011 0.1016
H -2.101406 1.161430 1.330758 0.137 -0.035 -0.059 0.0946
H 0.629929 -1.986145 -1.844305 -0.141 0.007 0.264 0.0008
```
Positions in Å, forces in eV/Å.

As for the total energy: -309.70116 hartree. The lowest unoccupied orbital energy is 0.188 eV. The energy above the lowest of the compared OMol25 structures with the same formula, charge and spin is 88.6 kcal per mole. The calculation puts the HOMO energy at -7.5 eV. As for the spin multiplicity: 1. The value obtained for the gap between HOMO and LUMO is 7.649 eV.

2.
Density functional theory data (wB97M-V/def2-TZVPD) for 2 unconnected molecules or ions with the total composition C24H27BNO.

Structure (XYZ):
```
54
Properties=species:S:1:pos:R:3:forces:R:3:lowdin_charge:R:1
C -4.059375 2.666527 2.778932 0.031 -0.081 0.014 -0.0790
C -3.675031 1.318082 2.706328 0.468 0.482 0.069 -0.0790
C -2.319034 0.997000 2.709217 0.278 0.341 0.103 -0.0334
C -1.329699 2.009561 2.806351 -1.367 0.820 -0.234 -0.1555
C 0.090260 1.740594 2.855491 1.571 -2.343 0.526 -0.2134
O 0.920751 2.834880 2.725139 0.016 0.163 0.284 0.0445
C 2.301580 2.705848 2.904709 0.164 0.200 0.301 -0.1713
C 2.890231 1.447353 2.963378 0.515 0.630 -1.373 -0.1485
C 4.291854 1.351805 2.832392 -0.368 0.067 0.898 -0.0358
C 5.089861 2.489067 2.913000 -0.188 0.253 0.050 -0.0829
C 4.474916 3.754822 2.989279 -0.032 -0.515 -0.191 -0.0726
C 3.083726 3.875017 2.947127 -0.159 -0.148 0.049 0.0100
C 1.998903 0.302487 2.623182 0.832 -0.988 0.626 -0.1632
C 0.595058 0.475863 2.990507 -1.849 1.769 -0.669 -0.0217
C -1.742817 3.348359 2.835447 -0.169 -0.465 0.104 -0.0163
C -3.091552 3.671328 2.839115 -0.264 -0.093 -0.023 -0.0695
H -5.118392 2.921965 2.792039 0.262 -0.025 0.003 0.1050
H -4.421012 0.523908 2.674639 0.179 0.252 -0.045 0.1045
H -2.023436 -0.050648 2.653909 -0.138 0.275 0.073 0.0941
H 4.737481 0.355822 2.736329 -0.103 0.364 0.083 0.1143
H 6.183995 2.407407 2.923146 -0.550 0.040 -0.114 0.1083
H 5.106428 4.642272 3.022427 -0.278 -0.163 0.052 0.1077
H 2.614648 4.866791 2.925544 0.121 -0.542 0.027 0.1253
H 2.431455 -0.650726 2.926851 -0.008 -0.029 0.146 0.1243
H -0.111841 -0.347112 2.795341 0.551 0.371 0.755 0.1047
H -0.997473 4.128649 2.878932 -0.014 0.002 0.042 0.1151
H -3.362303 4.725558 2.908950 -0.136 -0.344 -0.080 0.1105
C -2.779117 -3.560183 -2.830613 0.050 -0.236 0.168 -0.0319
C -1.967205 -2.559911 -3.657255 -0.136 0.057 0.120 -0.5756
C -1.715761 -3.169421 -5.033643 -0.162 0.010 0.021 -0.0608
C -2.808370 -1.294366 -3.838926 0.040 0.286 -0.064 -0.0319
C -0.663860 -2.224339 -2.945383 -0.540 -0.080 -0.007 -0.0942
C 0.535742 -2.510912 -3.600738 0.312 -0.132 -0.349 0.0435
C 1.726046 -2.239548 -3.000399 -0.498 0.288 0.777 -0.0057
N 1.722602 -1.701893 -1.761667 -1.911 0.070 -0.090 -0.0350
B 3.101593 -1.548629 -1.365659 0.986 0.999 0.926 0.0800
H 1.907041 0.294565 1.562238 0.651 -0.371 -1.558 0.0899
C 0.587351 -1.363295 -1.076271 0.232 -0.216 -0.205 0.0413
C -0.638669 -1.639038 -1.653823 0.122 -0.082 -0.253 0.0592
H -3.051269 -3.158551 -1.846964 0.025 -0.117 -0.181 0.0885
H -3.699441 -3.783555 -3.384559 0.165 -0.010 0.241 0.1004
H -2.217966 -4.493439 -2.695393 -0.187 0.128 0.048 0.0998
H -1.176913 -2.477859 -5.683246 -0.067 -0.045 -0.092 0.0947
H -1.158544 -4.104647 -4.960402 -0.067 -0.042 -0.093 0.0942
H -2.687494 -3.381490 -5.485743 0.178 -0.022 -0.055 0.1007
H -2.266759 -0.556999 -4.444962 -0.192 -0.053 0.132 0.1004
H -3.726895 -1.575400 -4.368858 0.159 0.191 0.152 0.1003
H -3.081686 -0.840111 -2.878713 0.021 -0.049 -0.218 0.0890
H 0.613163 -2.956736 -4.587756 -0.418 0.146 0.242 0.1256
H 2.699187 -2.423292 -3.457683 -0.177 -0.045 0.056 0.1581
H 3.540183 -2.470807 -0.806600 0.643 -0.162 0.152 0.0717
H 3.516924 -0.491793 -1.683332 0.676 -0.123 0.140 0.0795
H 0.692198 -0.880639 -0.076429 0.080 -0.532 -0.978 0.1494
H -1.561257 -1.400184 -1.094928 0.650 -0.151 -0.509 0.1429
```
Positions in Å, forces in eV/Å.

As for the total energy: -1085.28654 hartree. The lowest unoccupied orbital energy is -4.217 eV. The energy above the lowest of the compared OMol25 structures with the same formula, charge and spin is 0.0 kcal per mole. The calculation puts the HOMO energy at -10.0 eV. As for the spin multiplicity: 1. As for the net charge: +1. The value obtained for the gap between HOMO and LUMO is 5.797 eV.

3.
Density functional theory data (wB97M-V/def2-TZVPD) for a molecular structure, C28H27Cl2MnPS3.

Structure (XYZ):
```
62
Properties=species:S:1:pos:R:3:forces:R:3:lowdin_charge:R:1
Mn 0.260752 0.316725 0.116446 -0.103 0.293 0.050 0.3202
C 2.716689 -1.089941 3.530717 0.229 0.499 -0.885 -0.0624
C 2.257923 -0.087289 4.582203 -1.444 -2.309 0.445 -0.4238
C 3.306072 0.764673 5.157553 1.795 -0.759 2.941 -0.0927
C 1.098052 0.704209 4.085974 -0.744 1.637 -0.638 -0.2121
C -0.002570 0.071866 3.510557 -0.332 0.053 0.353 -0.0657
C -1.075745 0.771182 2.969287 -0.211 -0.527 -0.684 -0.0967
C -1.076975 2.142152 2.779736 0.629 0.040 1.500 -0.3197
C -2.181662 2.836090 2.046777 1.077 0.279 -1.076 -0.0549
C -0.003293 2.802469 3.405698 0.500 0.229 -0.470 -0.0695
C 1.064799 2.126110 4.057198 -1.072 -0.153 -0.939 -0.0411
H 3.552759 -1.658491 3.889363 0.481 -0.338 0.209 0.0708
H 3.031042 -0.513715 2.678275 0.591 0.315 -0.569 0.0639
H 2.003662 -1.782019 3.076257 -0.402 0.073 0.698 0.0727
H 1.904967 -0.740443 5.425095 -0.034 0.569 -0.448 0.1545
H 3.508618 1.680343 4.657060 0.715 0.350 -0.847 0.0558
H 4.243574 0.168695 5.487242 -1.290 1.058 -1.018 0.1194
H 2.894999 1.082479 6.131763 0.223 0.206 -0.176 0.0923
H -0.103314 -1.002863 3.529086 0.185 -0.195 0.094 0.1107
H -1.941083 0.209892 2.639567 -0.025 -0.174 -0.157 0.1094
H -2.420565 3.786750 2.468635 -0.511 0.486 0.798 0.0678
H -3.055993 2.223492 1.862046 -0.083 -0.078 0.160 0.0751
H -1.784854 3.164704 1.070244 -0.131 -0.422 -0.043 0.0798
H 0.070404 3.890061 3.225235 0.072 -0.573 0.455 0.1202
H 1.891559 2.754994 4.390235 -0.316 -0.366 0.094 0.1033
Cl 1.985142 0.206263 -1.960069 0.154 0.958 0.569 0.6688
C 2.715100 1.850462 -1.742100 0.219 -1.077 -0.752 -0.5675
C 3.388527 2.284738 -2.862873 0.420 -0.466 -1.323 -0.1322
C 4.063788 3.487553 -2.795351 -0.034 0.190 -0.832 -0.1185
C 3.949966 4.306260 -1.723664 -0.687 -0.243 1.343 -0.1140
C 3.136573 3.869543 -0.666078 1.179 0.136 -0.343 -0.7207
Cl 2.840647 4.962945 0.584438 -0.086 0.961 1.098 0.7033
C 2.637239 2.570935 -0.536599 -0.227 -0.051 -2.193 -0.7664
S 1.878028 2.035691 0.870224 -1.131 -1.002 1.127 0.6379
H 3.464387 1.736648 -3.843655 -0.388 0.260 1.470 0.1266
H 4.589702 3.902143 -3.625307 0.425 -0.279 -0.669 0.1007
H 4.495180 5.240517 -1.700037 -0.365 0.113 0.199 0.1093
S -0.340116 -2.129240 -0.073536 1.189 -0.293 1.397 0.2619
P -1.676272 -1.483599 -1.340996 -0.564 0.375 -1.302 0.0940
S -2.074230 0.517001 -1.088502 0.452 -0.797 0.261 0.2301
C -3.158103 -2.577569 -1.295416 -0.286 2.381 -0.285 -0.3517
C -4.367262 -1.971881 -0.919108 1.526 -1.034 -0.502 -0.1099
C -5.508553 -2.698066 -0.917428 -2.162 0.628 1.161 -0.0925
C -5.518431 -4.034724 -1.211339 2.290 0.700 -1.284 -0.0666
C -4.340463 -4.580966 -1.706879 -0.172 -0.835 0.422 -0.0656
C -3.162078 -3.854034 -1.788836 -0.368 -0.519 0.933 -0.0823
C -0.993923 -1.697037 -3.035099 -0.494 1.076 0.266 -0.3786
C 0.225857 -2.345104 -3.293474 -1.051 -0.249 0.891 -0.1761
C 0.703327 -2.458287 -4.565470 -0.285 -0.751 -1.917 -0.0831
C -0.125742 -1.960556 -5.615314 1.348 -0.507 -0.457 -0.0722
C -1.330961 -1.321344 -5.353381 0.416 0.230 -1.364 -0.1020
C -1.729996 -1.077646 -4.066979 0.467 -1.364 0.269 -0.1055
H -4.409345 -0.967181 -0.642080 0.164 1.484 0.412 0.0519
H -6.411300 -2.170804 -0.568193 0.278 -0.489 -0.318 0.1210
H -6.364939 -4.615002 -1.250258 -1.960 -1.121 0.316 0.0814
H -4.352008 -5.646822 -1.908310 0.200 0.093 -0.339 0.1075
H -2.243435 -4.329457 -2.025341 0.638 -0.389 -0.554 0.1038
H 0.736592 -2.906161 -2.522153 -0.034 0.368 0.350 0.0744
H 1.591973 -3.144928 -4.718991 -1.041 1.331 -0.195 0.1286
H 0.187341 -2.068682 -6.675138 -0.199 -0.082 0.874 0.1093
H -1.975691 -0.994590 -6.191678 0.603 -0.128 0.531 0.1174
H -2.666331 -0.559157 -3.997267 -0.235 0.197 0.895 0.1001
```
Positions in Å, forces in eV/Å.

As for the expectation value of S²: 8.76. As for the total energy: -4690.54787 hartree. The lowest unoccupied orbital energy (spin up / spin down) is 0.438 / 0.374 eV. The energy above the lowest of the compared OMol25 structures with the same formula, charge and spin is 22.1 kcal per mole. The calculation puts the HOMO energy (spin up / spin down) at -7.6 / -7.7 eV. As for the spin multiplicity: 6. The value obtained for the gap between HOMO and LUMO (spin up / spin down) is 8.040 / 8.085 eV.